1.
{"formula": "C28H22BrN8O3Zr", "method": "ωB97M-V/def2-TZVPD", "symbols": ["H", "C", "N", "Br", "H", "H", "H", "H", "C", "H", "N", "H", "C", "C", "H", "C", "C", "H", "C", "C", "C", "C", "H", "H", "H", "H", "C", "Zr", "H", "C", "C", "O", "C", "H", "N", "N", "C", "C", "H", "N", "H", "C", "O", "C", "H", "C", "C", "C", "H", "C", "O", "C", "C", "N", "N", "C", "N", "H", "H", "C", "C", "H", "C"], "positions_angstrom": [[0.6509, 2.9251, 3.0952], [0.4879, 4.5234, 2.0899], [0.3445, 0.3156, 1.5491], [4.8549, -1.9345, -3.8187], [-2.7572, 2.2131, -3.2675], [-5.3566, 2.7348, 1.4181], [0.3675, -4.6590, 0.5382], [0.6784, -4.4271, 4.8124], [0.5907, -2.5691, 3.7618], [4.3642, -0.5811, -1.2560], [-1.1251, -0.6847, -2.5327], [-0.1131, 4.0922, -1.2258], [1.4217, -2.1454, -0.7460], [0.5014, 5.9185, 2.1153], [-0.2471, -1.9845, -3.9145], [0.5284, -4.7129, 2.6892], [0.0733, 5.9889, -0.2594], [-3.6066, -1.1704, 2.7504], [-3.1698, -0.2405, 1.0262], [1.3482, -2.9349, -1.8809], [0.2473, 2.4073, 0.7715], [-1.1127, -0.3027, -4.8880], [0.4862, -3.5687, -2.0416], [0.3120, 7.7180, 0.9974], [-0.8345, -0.6233, -5.8811], [-0.0877, 6.5603, -1.1625], [-1.7655, 0.9569, -4.6815], [-0.4110, -0.0934, -0.6475], [-4.9997, 3.4409, -0.1375], [0.4237, -2.7103, 1.3940], [0.0606, 4.6158, -0.2962], [0.2984, -2.1219, 0.1192], [3.5187, -1.2332, -1.4231], [0.6747, 6.4071, 3.0642], [0.4191, 1.6683, 1.8365], [-4.0234, 0.7123, 1.2366], [-0.8050, -1.0629, -3.8186], [0.4330, -4.0880, 1.4551], [2.5309, -0.7159, 0.4224], [-2.3983, -0.3520, -0.1011], [2.3638, -3.4825, -3.6874], [-4.0790, 1.6726, 0.2532], [0.0582, 1.8646, -0.4149], [0.2695, 3.8579, 0.8675], [0.5402, -5.7926, 2.7449], [2.4883, -1.2944, -0.4922], [-2.0523, 0.3602, -2.3742], [0.6054, -3.9493, 3.8456], [0.6525, -1.9733, 4.6637], [3.4604, -2.0214, -2.5620], [0.6930, 3.8897, 3.2537], [2.3873, -2.8758, -2.7929], [0.5051, -0.4500, 2.5613], [-4.8436, 2.7325, 0.5561], [-3.4803, 1.6335, -0.9137], [-2.7168, 0.5308, -1.1413], [-2.9565, -1.1825, 1.9808], [-1.9189, 1.6200, -5.5222], [-2.6313, -2.0847, 1.6760], [0.4987, -1.9098, 2.5311], [0.2981, 6.6366, 0.9579], [0.6611, 0.0158, 3.5320], [-2.2158, 1.2979, -3.4554]], "forces_ev_per_a": [[0.00, 0.01, -0.01], [0.02, -0.01, 0.02], [0.07, -0.06, -0.06], [-0.01, 0.00, 0.01], [0.00, 0.00, 0.01], [0.00, 0.01, 0.00], [0.00, -0.02, 0.01], [0.00, -0.02, -0.01], [0.00, -0.01, -0.01], [0.00, 0.00, 0.00], [0.12, 0.01, 0.02], [0.00, 0.00, 0.00], [-0.07, 0.00, 0.05], [0.00, 0.00, -0.01], [0.00, 0.00, 0.01], [0.01, 0.00, 0.04], [0.00, 0.01, -0.02], [-0.01, 0.00, 0.00], [-0.04, 0.00, 0.01], [0.07, 0.01, 0.00], [0.06, 0.02, -0.06], [-0.01, 0.01, 0.00], [0.00, 0.00, -0.01], [0.00, 0.00, 0.00], [0.01, -0.01, 0.01], [0.00, 0.00, 0.00], [0.00, 0.01, -0.01], [-0.07, 0.22, -0.01], [0.00, 0.01, 0.01], [0.03, -0.08, 0.00], [0.00, 0.00, 0.01], [-0.03, 0.04, 0.04], [0.01, 0.01, 0.00], [0.00, 0.01, 0.00], [-0.01, 0.04, 0.08], [0.01, 0.00, 0.00], [-0.01, 0.01, -0.03], [-0.01, 0.04, -0.07], [0.00, 0.00, 0.00], [-0.05, -0.10, 0.03], [0.00, 0.00, 0.00], [0.00, 0.00, 0.03], [-0.01, -0.13, -0.05], [0.00, 0.04, 0.02], [0.00, 0.00, -0.01], [-0.02, -0.02, -0.03], [-0.04, 0.01, -0.02], [0.00, 0.01, -0.01], [0.00, 0.00, 0.00], [0.02, 0.01, 0.00], [-0.01, 0.00, -0.01], [-0.03, -0.02, -0.01], [0.00, -0.02, 0.02], [0.00, -0.02, -0.01], [0.02, 0.01, -0.01], [-0.03, -0.02, -0.02], [0.03, 0.00, 0.00], [0.00, 0.01, 0.01], [0.00, 0.00, 0.00], [0.01, 0.02, 0.04], [-0.01, -0.01, 0.01], [0.00, -0.01, 0.00], [0.01, -0.01, -0.02]], "nbo_charge": [0.5055, 0.3735, -0.3639, 0.1355, 0.2504, 0.4129, 0.2372, 0.2394, -0.1358, 0.2519, -0.6860, 0.2308, 0.2529, -0.2773, 0.1975, -0.1617, -0.2460, 0.4159, 0.6300, -0.2366, 0.6098, -0.2716, 0.2526, 0.2236, 0.2315, 0.2225, -0.1776, 2.0856, 0.4123, 0.3595, -0.1549, -0.5914, -0.1911, 0.2352, -0.4553, -0.5856, 0.0228, -0.2514, 0.2578, -0.7385, 0.2498, 0.5981, -0.8086, -0.2006, 0.2384, -0.2851, -0.0053, -0.1992, 0.2311, -0.0795, -0.6625, -0.1947, 0.1550, -0.7599, -0.5798, 0.2603, -0.7857, 0.2288, 0.3985, -0.1871, -0.1425, 0.2121, -0.2036], "energy_ha": -4364.98175, "total_charge": 1, "de_lowest_ev": 2.7649, "homo_lumo_gap_ev": 5.55}

2.
{"formula": "C28H22Cl2CoN2O9P3", "method": "ωB97M-V/def2-TZVPD", "symbols": ["N", "H", "H", "C", "C", "C", "C", "H", "C", "O", "Cl", "H", "O", "C", "C", "H", "H", "C", "C", "C", "H", "O", "C", "H", "P", "O", "C", "C", "H", "O", "H", "H", "C", "P", "H", "O", "C", "H", "C", "C", "C", "H", "H", "C", "H", "N", "C", "H", "C", "H", "C", "C", "C", "Co", "O", "H", "C", "C", "C", "O", "Cl", "H", "H", "H", "C", "O", "P"], "positions_angstrom": [[-0.1974, 2.3091, 1.8956], [-2.6918, -1.0990, -5.2246], [-2.0755, 1.1450, -6.0903], [-1.8194, -1.2767, -0.3042], [-0.4451, 1.2369, -3.1107], [-1.6661, 1.3301, 5.1250], [0.4007, 2.2312, -2.4287], [-0.8007, 5.3891, 3.0419], [-2.6924, -0.3144, 0.2049], [4.4656, 0.7156, -2.3815], [-2.3848, 2.0094, 6.5244], [2.1711, 3.1911, -1.2207], [2.4868, 1.5427, 1.4634], [-2.0655, -0.4403, -4.6402], [-0.7828, 4.3104, 3.0481], [-4.5582, 0.0716, 1.1783], [-1.4873, -3.3793, -0.5743], [-1.7190, 0.8127, -5.1255], [-1.2655, 3.6022, 4.1200], [-0.9790, -0.6379, 3.9296], [-0.6208, 2.6067, -4.7464], [2.2545, 0.4195, -1.1265], [-2.1587, -2.6188, -0.1958], [2.3583, -4.4867, 0.5034], [3.5151, 1.2454, -1.2114], [3.4531, -0.7764, 1.6728], [-0.4327, 0.1609, 2.8621], [-4.2179, -2.0308, 0.9019], [-1.6843, 4.1046, 4.9801], [4.4236, 0.9053, 0.0759], [-1.9556, -0.6642, 5.8295], [3.9795, -1.1440, 2.3867], [2.0214, -3.9347, -0.3633], [3.8035, 0.8037, 1.5769], [2.3858, -3.8390, -3.7247], [3.2914, 2.7081, -1.4069], [0.7490, -2.1233, -1.3124], [3.1097, -5.1463, -1.7587], [2.0395, -3.5689, -2.7370], [-3.8867, -0.6849, 0.7963], [-0.6275, 1.6122, 2.9551], [0.8864, -2.5350, 0.7935], [0.1273, 4.1471, 1.0782], [-3.3533, -2.9928, 0.4057], [-2.4285, 0.7368, 0.1327], [0.3773, 2.4390, -1.1742], [2.4472, -4.3008, -1.6329], [4.8302, -0.1474, -2.1696], [-1.1972, 2.2010, 4.0877], [-1.8667, -1.8295, -3.0316], [-1.5968, -0.8486, -3.4040], [-0.7835, -0.0298, -2.6218], [1.1843, -2.8448, -0.2011], [0.8706, 1.0854, 0.4191], [0.1814, -0.3189, 1.8958], [0.9057, -1.8985, -3.4429], [-0.2595, 3.6276, 1.9434], [1.1963, -2.4789, -2.5791], [-0.9065, 1.6344, -4.3678], [4.7885, 1.1746, 2.5977], [-0.8584, -2.3289, 3.7993], [-5.1469, -2.3253, 1.3700], [1.0541, 2.8438, -3.0480], [-3.6060, -4.0410, 0.4852], [-1.5720, -0.0460, 5.0319], [1.2756, 3.4243, -0.7733], [-0.2436, -0.6456, -0.9818]], "forces_ev_per_a": [[-0.03, -0.13, 0.11], [-0.04, -0.03, -0.02], [-0.01, 0.01, -0.04], [0.06, 0.00, -0.01], [0.16, 0.05, -0.07], [-0.01, -0.03, 0.01], [-0.33, -0.16, 0.10], [0.00, 0.06, 0.00], [0.02, 0.04, -0.01], [-0.17, 0.33, 0.05], [-0.01, -0.01, 0.02], [0.58, 0.02, 0.12], [-0.24, -0.07, 0.50], [0.02, 0.02, 0.00], [0.00, -0.06, 0.01], [-0.04, 0.04, 0.02], [0.01, 0.00, -0.01], [0.02, -0.02, 0.03], [0.03, 0.03, -0.06], [0.01, 0.07, -0.03], [0.01, 0.05, -0.01], [0.15, -0.05, 0.10], [0.02, -0.03, -0.05], [0.01, -0.02, 0.03], [0.25, -0.59, 0.17], [-0.13, 0.16, -0.10], [0.11, -0.04, -0.28], [0.01, 0.01, 0.00], [0.00, 0.01, 0.01], [0.13, 0.16, -0.38], [-0.02, -0.02, 0.03], [0.15, -0.11, 0.11], [0.01, -0.01, -0.02], [-0.07, 0.07, 0.08], [0.02, -0.01, -0.05], [2.51, -0.64, -0.98], [0.06, 0.05, 0.04], [0.02, -0.03, 0.00], [0.01, -0.01, 0.02], [-0.02, -0.04, 0.02], [0.04, -0.07, -0.03], [-0.01, 0.01, 0.02], [0.06, 0.03, -0.09], [-0.03, 0.00, 0.02], [0.01, 0.02, 0.00], [0.41, 0.71, -0.24], [0.01, -0.01, 0.01], [0.05, -0.18, 0.03], [0.02, -0.02, -0.05], [-0.01, -0.01, 0.00], [-0.03, -0.05, 0.01], [-0.08, -0.05, 0.07], [-0.01, 0.00, 0.00], [0.19, -0.20, -0.50], [-0.16, 0.01, 0.50], [-0.03, 0.03, -0.04], [-0.04, 0.01, -0.05], [-0.04, -0.01, 0.04], [-0.02, -0.13, -0.04], [0.03, -0.04, -0.05], [0.00, -0.03, 0.01], [-0.04, -0.01, 0.02], [-0.13, 0.08, -0.02], [-0.02, -0.05, 0.01], [0.03, -0.02, -0.06], [-3.17, 0.62, 0.97], [-0.28, 0.29, 0.02]], "nbo_charge": [-0.4632, 0.2189, 0.2192, -0.3602, 0.0147, 0.0433, 0.0706, 0.2368, -0.2139, -0.9832, 0.0710, 0.4793, -1.2431, -0.2062, -0.2323, 0.2135, 0.2185, -0.1936, -0.1274, -0.0494, 0.2169, -1.2263, -0.1489, 0.2139, 2.6011, -1.0097, 0.4740, -0.2117, 0.2359, -1.0980, 0.2536, 0.5046, -0.1961, 2.5601, 0.2143, -1.1029, -0.3719, 0.2139, -0.2303, -0.2027, 0.0998, 0.2322, 0.2524, -0.2235, 0.2170, -0.2276, -0.2045, 0.5050, -0.0707, 0.2211, -0.1803, -0.3498, -0.1908, 1.4607, -0.5688, 0.2120, 0.1040, -0.1301, -0.1989, -1.1198, 0.1041, 0.2154, 0.2077, 0.2158, -0.2672, -0.6107, 0.8928], "multiplicity": 5, "energy_ha": -5194.39049, "total_charge": 0, "de_lowest_ev": 0.0000, "homo_lumo_gap_ev": [7.10, 5.64]}